ORCA calculation (ωB97M-V/def2-TZVPD) on the molecule CFNO2 in a non-equilibrium geometry.

Positions of all 5 atoms, in Å:
C1 -0.8723 -0.0605 -0.6715
N1 0.5174 0.0617 -0.0303
O1 0.6219 -1.1531 0.2066
O2 1.2106 0.9945 0.2530
F1 -1.5925 0.1161 0.4063

Atomic forces in eV per Å
C 0.464 0.355 1.158
N -0.602 -0.686 0.040
O 0.614 1.100 -0.213
O -0.189 -0.798 -0.278
F -0.286 0.029 -0.708

The net charge is 0. The value obtained for the energy above the lowest of the compared OMol25 structures with the same formula, charge and spin is 323.9 kJ/mol. The value obtained for the LUMO energy is -0.916 eV. The value obtained for the orbital gap is 10.32 eV. Its spin multiplicity is 1. As for the total energy: -9333.1012 eV.

ORCA calculation (ωB97M-V/def2-TZVPD) on the molecule C4H4O2 in a non-equilibrium geometry.

Positions of all 10 atoms, in Å:
C1 2.2600 -0.4373 -0.3454
C2 1.1835 0.0705 0.0074
C3 -0.1823 0.4229 0.3373
O1 -0.6416 1.5816 -0.2447
C4 -1.1764 -0.6476 0.2862
O2 -1.9642 -0.7064 -0.6380
H1 3.1867 -0.7610 -0.8094
H2 -0.3997 0.5521 1.3846
H3 -1.0102 1.3271 -1.0462
H4 -1.2558 -1.4019 1.0682

Atomic forces in eV per Å
C -2.919 1.738 0.536
C 3.654 -2.469 -1.059
C 0.043 0.836 1.860
O 0.935 1.277 1.344
C -1.776 -2.032 -3.067
O 0.206 0.153 0.709
H -0.591 0.174 0.554
H 1.321 0.875 1.296
H -1.295 -0.485 -2.657
H 0.423 -0.067 0.483

The net charge is 0. The value obtained for the energy above the lowest of the compared OMol25 structures with the same formula, charge and spin is 266.4 kJ/mol. The value obtained for the LUMO energy is 0.555 eV. The value obtained for the orbital gap is 10.69 eV. Its spin multiplicity is 1. As for the total energy: -8304.3165 eV. Its SMILES is C#C[C@@H](O)C=O.

ORCA calculation (ωB97M-V/def2-TZVPD) on a structure of composition C24H42NP3SW in a non-equilibrium geometry.

Positions of all 72 atoms, in Å:
W1 0.5696 -0.1049 -0.5315
P1 -0.3674 1.9478 0.0445
P2 -2.0032 -1.0872 -0.4421
P3 2.7736 0.7284 -0.4183
H1 1.7902 0.1046 -3.3782
C1 2.2460 -0.8232 -2.9923
C2 1.4340 -1.9183 -2.4725
H2 1.4059 -2.8764 -3.0110
C3 -0.4833 3.1296 -1.3574
C4 -2.0531 2.0647 0.7766
C5 0.4787 2.8615 1.4002
C6 -2.3569 -2.7526 -1.1032
C7 -2.9393 -1.1616 1.1230
C8 -3.0582 -0.0995 -1.6228
C9 4.3159 -0.0147 -1.0652
C10 3.2327 0.6860 1.3713
C11 3.0393 2.4803 -0.9621
H3 3.0995 -1.1822 -3.5604
H4 1.5765 -2.1494 -1.3898
H5 -0.9142 4.0581 -0.9546
H6 -1.1320 2.7192 -2.1461
H7 0.4989 3.3406 -1.7991
H8 -2.2167 3.1172 1.0608
H9 -2.0981 1.4482 1.6850
H10 -2.8595 1.7514 0.1029
H11 -0.1377 3.7494 1.6016
H12 1.4913 3.1861 1.1595
H13 0.5269 2.2364 2.3003
H14 -3.2063 -3.1524 -0.5199
H15 -1.5049 -3.4347 -0.9731
H16 -2.6358 -2.7578 -2.1687
H17 -3.6525 -0.3327 1.2017
H18 -2.2507 -1.1195 1.9738
H19 -3.5012 -2.1039 1.1815
H20 -4.0919 -0.3954 -1.4122
H21 -2.8512 -0.3387 -2.6761
H22 -2.9619 0.9854 -1.5036
H23 5.1211 0.7071 -0.8310
H24 4.2429 -0.1952 -2.1491
H25 4.5282 -0.9604 -0.5370
H26 4.1276 1.3052 1.5315
H27 3.4690 -0.3559 1.6413
H28 2.4293 1.0522 2.0245
H29 4.1234 2.6615 -0.9699
H30 2.5870 3.2046 -0.2777
H31 2.6451 2.6314 -1.9781
C12 -0.9550 -0.9068 -4.4080
C13 -1.3042 0.3363 -4.9495
C14 -1.9792 0.3674 -6.1760
C15 -2.2996 -0.8404 -6.8025
C16 -1.9429 -2.0717 -6.2547
C17 -1.2564 -2.1125 -5.0440
S1 -0.2780 -1.0208 -2.7044
H32 0.1550 0.5648 -2.2051
H33 -0.9661 1.2445 -4.4501
H34 -2.2247 1.3273 -6.6374
H35 -2.8279 -0.8142 -7.7592
H36 -2.1501 -2.9908 -6.7966
H37 -0.9784 -3.0451 -4.5600
N1 0.6258 -0.9902 1.2123
C18 0.7167 -1.3818 2.3306
C19 0.6576 -1.3804 3.7474
C20 -0.5964 -1.5449 4.3703
C21 -0.7271 -1.2768 5.7247
C22 0.3983 -0.9349 6.4862
C23 1.6690 -0.9136 5.8922
C24 1.8182 -1.1431 4.5258
H38 -1.4455 -1.8651 3.7685
H39 -1.7108 -1.3298 6.1885
H40 0.2872 -0.7113 7.5498
H41 2.5549 -0.7153 6.4962
H42 2.8011 -1.1457 4.0401

Atomic forces in eV per Å
W -3.571 -3.859 -4.074
P -0.977 3.200 0.816
P -1.259 0.488 -0.323
P 3.498 2.067 1.309
H 0.667 -0.553 0.432
C 0.721 -0.265 -1.960
C -2.004 1.381 -0.349
H 0.283 0.180 -0.046
C 0.130 -0.116 0.110
C -0.217 -0.508 0.049
C 0.125 -0.089 -0.126
C 0.343 -0.782 -0.075
C 0.034 0.221 0.428
C 0.116 0.027 0.242
C -0.056 -0.560 -0.112
C -0.113 0.144 0.225
C -0.180 -0.085 -0.099
H 0.426 0.423 0.156
H -0.347 -0.173 -0.151
H 0.097 -0.180 -0.258
H 0.066 0.164 0.316
H -0.261 -0.015 0.195
H 0.138 -0.363 -0.173
H 0.022 0.234 -0.167
H 0.356 0.252 0.349
H 0.247 -0.231 0.034
H -0.261 -0.043 0.098
H -0.172 0.160 -0.121
H 0.426 0.112 -0.426
H -0.264 0.037 0.041
H 0.123 0.185 0.385
H 0.193 -0.157 0.017
H -0.217 0.069 -0.099
H 0.192 0.344 -0.016
H 0.058 0.124 -0.098
H -0.056 -0.086 0.402
H -0.094 -0.403 -0.116
H -0.339 -0.401 -0.201
H 0.409 0.221 0.508
H -0.063 0.286 -0.338
H -0.206 -0.182 -0.081
H -0.043 0.358 -0.128
H 0.295 -0.085 -0.207
H -0.301 -0.089 -0.028
H 0.094 -0.224 -0.350
H 0.202 -0.004 0.292
C -0.001 1.118 -0.677
C 0.508 0.139 0.051
C 0.240 -0.152 0.535
C -0.180 0.226 -0.350
C 0.374 0.245 0.119
C 0.147 -0.386 0.810
S 0.623 -2.502 1.149
H -0.152 0.934 -0.346
H -0.288 -0.030 -0.218
H 0.053 -0.361 0.182
H 0.176 -0.034 0.310
H -0.037 0.094 0.218
H -0.112 -0.090 -0.314
N 0.771 -1.484 2.927
C -0.593 1.772 0.272
C 0.458 -0.775 -0.561
C -0.528 0.093 0.220
C -0.147 -0.071 -0.329
C 0.067 -0.085 -0.202
C 0.348 -0.037 -0.485
C 0.247 0.156 0.267
H 0.091 0.142 0.308
H 0.257 -0.078 -0.070
H 0.064 -0.103 -0.328
H -0.263 -0.055 -0.147
H -0.383 0.101 0.378

The net charge is +4. The value obtained for the LUMO energy (spin up / spin down) is -14.785 / -14.491 eV. As for the expectation value of S²: 2.341. The value obtained for the orbital gap (spin up / spin down) is 5.32 / 5.64 eV. Its spin multiplicity is 3. As for the total energy: -67539.6514 eV.

ORCA calculation (ωB97M-V/def2-TZVPD) on the molecule C4H3FN2O in a non-equilibrium geometry.

Positions of all 11 atoms, in Å:
H1 0.2421 2.0316 -2.3158
N1 -0.5787 1.8494 -1.7864
C1 -0.1377 1.0977 -0.8093
C2 1.0264 0.2819 -0.8234
C3 0.6695 -0.7028 0.0262
F1 1.4399 -1.6927 0.5800
C4 -0.6034 -0.3646 0.7996
O1 -0.9519 -1.0135 1.7955
N2 -1.0335 0.6983 0.1283
H2 1.9203 0.3347 -1.3407
H3 -1.9502 1.2692 0.5203

Atomic forces in eV per Å
H 0.657 0.354 -1.270
N 0.788 -0.430 2.674
C -2.558 2.737 -4.630
C -0.726 -2.793 2.631
C 1.966 -0.383 1.913
F -1.060 1.186 -1.467
C 1.502 -3.595 1.969
O -0.107 2.040 -2.173
N -5.138 2.205 3.400
H 1.314 0.466 -1.149
H 3.361 -1.787 -1.898

The net charge is 0. The value obtained for the energy above the lowest of the compared OMol25 structures with the same formula, charge and spin is 198.3 kJ/mol. The value obtained for the LUMO energy is -0.763 eV. The value obtained for the orbital gap is 9.31 eV. Its spin multiplicity is 1. As for the total energy: -11940.1429 eV. Its SMILES is [H]/N=C1\C=C(F)C(=O)N1.

ORCA calculation (ωB97M-V/def2-TZVPD) on the molecule C19H16BrNO4 in a non-equilibrium geometry.

Positions of all 41 atoms, in Å:
C1 4.8425 1.3330 -0.0288
O1 3.5152 0.8774 0.0535
C2 3.2481 -0.4131 -0.2585
C3 4.2086 -1.4041 -0.4331
C4 3.8362 -2.7206 -0.6462
C5 2.5009 -3.0759 -0.6818
C6 1.5333 -2.0970 -0.5407
C7 1.8910 -0.7704 -0.3546
N1 0.8857 0.2030 -0.2378
C8 0.8583 1.3984 -0.8976
O2 1.7027 1.7907 -1.6721
C9 -0.3611 2.1716 -0.5888
C10 -0.8369 3.3472 -1.1071
C11 -2.0848 3.5786 -0.4876
C12 -2.2848 2.5375 0.3746
C13 -3.4351 2.1718 1.2581
O3 -4.1250 1.0362 0.7665
C14 -3.5092 -0.1747 0.7559
C15 -2.4141 -0.5474 1.5281
C16 -1.8817 -1.8221 1.4197
C17 -2.4340 -2.7491 0.5541
C18 -3.5388 -2.4030 -0.2065
C19 -4.0609 -1.1298 -0.1033
Br1 -5.5657 -0.6201 -1.1409
O4 -1.2422 1.6832 0.3169
H1 4.7937 2.4058 0.1494
H2 5.2656 1.1524 -1.0209
H3 5.4771 0.8665 0.7333
H4 5.2571 -1.1565 -0.3863
H5 4.6009 -3.4720 -0.7727
H6 2.2116 -4.1045 -0.8311
H7 0.4838 -2.3519 -0.5873
H8 0.0304 -0.0946 0.2121
H9 -0.3501 3.9526 -1.8427
H10 -2.7460 4.4031 -0.6569
H11 -3.1015 2.0081 2.2913
H12 -4.1741 2.9747 1.2438
H13 -1.9672 0.1535 2.2153
H14 -1.0262 -2.0881 2.0229
H15 -2.0133 -3.7388 0.4710
H16 -3.9901 -3.1115 -0.8834

Atomic forces in eV per Å
C 0.214 0.072 0.016
O -0.270 -0.346 0.098
C -0.133 -0.063 0.057
C 0.085 0.250 0.021
C -0.072 -0.088 -0.012
C 0.056 -0.103 0.038
C 0.095 0.157 -0.003
C 0.322 0.039 -0.157
N -0.165 -0.138 0.305
C -0.059 -0.221 0.016
O -0.190 0.129 -0.088
C -0.150 1.086 -0.605
C 0.512 -0.719 0.195
C -0.161 -0.467 0.511
C -0.523 0.639 -0.184
C 0.513 0.028 0.044
O -0.108 -0.203 0.059
C -0.127 -0.312 -0.183
C -0.144 0.128 0.138
C -0.013 -0.003 0.018
C 0.025 -0.069 -0.024
C 0.017 0.068 0.015
C -0.244 0.320 -0.059
Br 0.108 -0.198 0.000
O 0.155 -0.055 0.119
H 0.059 -0.069 -0.011
H -0.015 -0.011 0.023
H -0.020 0.022 -0.061
H 0.085 0.067 0.018
H 0.070 -0.058 -0.012
H -0.028 -0.092 -0.021
H -0.111 0.014 -0.050
H 0.060 0.092 -0.034
H 0.170 0.066 -0.173
H -0.205 0.148 0.000
H -0.099 0.056 -0.098
H 0.191 -0.062 0.041
H 0.034 0.059 0.024
H 0.074 -0.024 0.075
H 0.040 -0.104 0.001
H -0.047 -0.036 -0.055

The net charge is 0. The value obtained for the energy above the lowest of the compared OMol25 structures with the same formula, charge and spin is 165.4 kJ/mol. The value obtained for the LUMO energy is 0.670 eV. The value obtained for the orbital gap is 8.92 eV. Its spin multiplicity is 1. As for the total energy: -99684.4510 eV. Its SMILES is COc1ccccc1NC(=O)c1ccc(COc2ccccc2Br)o1.

ORCA calculation (ωB97M-V/def2-TZVPD) on a structure of composition C40H33ClFN5O9Re in a non-equilibrium geometry.

Positions of all 90 atoms, in Å:
Re1 -0.1011 0.2966 0.1180
O1 -0.3576 1.1555 4.1350
C1 -0.7827 1.0691 3.0049
O2 -0.1674 0.3033 2.1136
C2 -1.9744 1.8507 2.5772
C3 -2.8097 2.3143 3.5774
C4 -3.8889 3.1157 3.2664
C5 -4.0794 3.5820 1.9787
C6 -3.2088 3.1748 1.0018
C7 -2.2206 2.1812 1.2247
O3 -1.6172 1.6434 0.2148
N1 -3.3173 3.8324 -0.3007
O4 -2.2911 4.0195 -0.9230
O5 -4.4289 4.1160 -0.7032
N2 -4.8188 3.5254 4.3165
O6 -4.5844 3.1663 5.4524
O7 -5.7888 4.1786 3.9855
H1 -2.6100 2.0416 4.6042
H2 -4.8704 4.2805 1.7484
O8 1.0459 1.4521 -3.6232
C8 0.7337 1.3885 -2.4634
O9 0.2581 0.3229 -1.8614
C9 0.9206 2.5599 -1.5396
C10 1.0721 3.8448 -2.0762
C11 1.2119 4.8890 -1.2187
C12 1.3001 4.6445 0.1679
C13 1.5098 5.6892 1.0989
C14 1.6509 5.4184 2.4270
C15 1.6186 4.0816 2.8777
C16 1.4103 3.0555 2.0022
C17 1.1992 3.3132 0.6324
N3 0.9380 2.2844 -0.2482
H3 1.0349 3.9559 -3.1497
H4 1.2818 5.9069 -1.5828
H5 1.5626 6.7065 0.7309
H6 1.8113 6.2212 3.1341
H7 1.7584 3.8590 3.9275
H8 1.4319 2.0411 2.3514
C18 -2.1322 -1.0833 -3.0202
C19 -3.0857 -0.0361 -2.4473
C20 -2.5813 1.3728 -2.7698
C21 -3.5267 -0.1800 -0.9797
C22 -4.7840 0.3573 -0.6999
C23 -5.3780 0.2378 0.5418
C24 -4.7414 -0.4983 1.5257
C25 -3.4796 -1.0455 1.3158
C26 -2.9348 -1.9956 2.3827
C27 -3.7173 -3.3184 2.3199
C28 -3.0403 -1.4852 3.8224
C29 -2.8474 -0.8036 0.0746
N4 -1.4539 -1.1998 -0.0927
C30 -1.2787 -2.5547 -0.4692
C31 -2.3549 -3.3428 -0.9089
C32 -2.2087 -4.6632 -1.2889
C33 -0.9644 -5.2718 -1.2492
C34 0.1243 -4.5317 -0.8234
C35 -0.0468 -3.2141 -0.4525
F1 1.0659 -2.5528 -0.0352
H9 -2.0314 -0.9001 -4.0920
H10 -2.5145 -2.0949 -2.8982
H11 -1.1336 -1.0291 -2.5902
H12 -4.0236 -0.1601 -2.9968
H13 -1.7477 1.6527 -2.1299
H14 -3.3692 2.1145 -2.6329
H15 -2.2492 1.4217 -3.8088
H16 -5.3123 0.8696 -1.4969
H17 -6.3477 0.6822 0.7291
H18 -5.2399 -0.6613 2.4733
H19 -1.8829 -2.1943 2.1765
H20 -4.7441 -3.1554 2.6579
H21 -3.2581 -4.0569 2.9807
H22 -3.7572 -3.7413 1.3193
H23 -4.0504 -1.1483 4.0614
H24 -2.3545 -0.6768 4.0434
H25 -2.8015 -2.3012 4.5072
H26 -3.3329 -2.8888 -0.9574
H27 -3.0763 -5.2193 -1.6196
H28 -0.8405 -6.3054 -1.5430
H29 1.1187 -4.9540 -0.7701
Cl1 5.1125 -0.8861 -2.0188
C36 4.1552 -0.6813 -0.5993
C37 4.7424 -0.6333 0.6520
C38 3.9124 -0.4988 1.7490
C39 2.5477 -0.3901 1.5631
N5 1.9917 -0.3994 0.3408
C40 2.7852 -0.5709 -0.7256
H30 5.8159 -0.7134 0.7552
H31 4.3145 -0.4778 2.7519
H32 1.8669 -0.2959 2.3960
H33 2.3131 -0.6389 -1.6945

Atomic forces in eV per Å
Re -0.950 -0.154 0.598
O -0.049 -0.149 0.038
C 0.078 0.123 0.128
O 0.267 0.201 -0.722
C -0.015 -0.125 -0.051
C 0.001 0.050 0.125
C 0.004 -0.021 0.052
C 0.020 0.149 -0.046
C -0.100 0.181 0.034
C 0.124 -0.142 -0.223
O -0.117 0.024 0.095
N -0.091 -0.760 -0.360
O 0.130 0.272 0.113
O -0.043 0.186 0.108
N -0.050 -0.151 -0.064
O 0.070 0.001 0.097
O -0.027 0.121 -0.034
H -0.001 -0.018 -0.019
H -0.016 -0.014 -0.002
O -0.048 -0.037 -0.103
C 0.014 -0.003 -0.009
O 0.318 0.137 0.493
C 0.010 0.072 0.165
C -0.002 -0.028 -0.073
C 0.025 0.095 -0.004
C -0.062 0.009 0.020
C -0.004 0.009 -0.043
C 0.018 -0.042 0.066
C -0.006 0.058 0.011
C -0.050 0.004 -0.049
C 0.027 -0.071 -0.134
N 0.070 -0.065 -0.081
H 0.010 -0.008 0.005
H -0.017 -0.007 0.010
H -0.001 -0.013 -0.007
H -0.015 -0.005 0.003
H 0.010 0.009 -0.011
H -0.087 -0.219 0.091
C -0.003 -0.081 -0.086
C 0.103 -0.042 0.127
C -0.029 0.096 0.041
C -0.173 0.096 -0.159
C -0.039 0.001 -0.068
C 0.045 -0.018 0.014
C -0.022 0.050 -0.022
C 0.034 0.024 -0.028
C -0.028 0.008 -0.062
C 0.055 -0.003 -0.024
C 0.001 0.003 -0.026
C 0.207 -0.183 0.144
N 0.961 0.376 0.074
C 0.042 0.001 -0.023
C -0.016 0.014 0.193
C -0.036 0.001 0.044
C 0.058 -0.017 0.000
C 0.022 0.040 -0.013
C 0.139 0.113 0.140
F -0.513 -0.664 -0.148
H -0.002 0.022 -0.001
H -0.011 0.074 -0.102
H -0.256 -0.087 -0.178
H -0.014 0.013 -0.028
H -0.185 0.058 -0.081
H 0.011 0.044 0.053
H -0.026 -0.008 -0.002
H 0.010 0.011 0.014
H 0.007 -0.017 -0.008
H 0.004 0.011 -0.034
H 0.060 -0.022 -0.074
H 0.018 -0.011 -0.019
H -0.019 0.015 -0.004
H 0.030 0.007 -0.088
H 0.030 -0.032 0.010
H 0.115 0.205 -0.022
H 0.004 0.016 -0.002
H -0.046 0.005 0.041
H -0.002 0.026 0.004
H 0.006 0.019 0.004
H 0.005 0.006 0.009
Cl 0.014 -0.004 -0.019
C -0.005 -0.025 0.014
C 0.070 -0.019 0.013
C 0.021 -0.031 0.007
C 0.026 -0.046 -0.157
N -0.002 0.168 0.265
C -0.064 0.037 0.039
H -0.008 0.001 0.004
H -0.009 -0.003 -0.001
H -0.017 0.032 0.003
H -0.021 0.052 0.000

The net charge is 0. The value obtained for the LUMO energy (spin up / spin down) is -1.698 / -1.162 eV. As for the expectation value of S²: 1.220. The value obtained for the orbital gap (spin up / spin down) is 6.52 / 6.73 eV. Its spin multiplicity is 2. As for the total energy: -85261.0745 eV.